[1]
Here is 2 unconnected molecules or ions with the total composition C23H34N5O4S from OMol25. Energies are from ωB97M-V with the def2-TZVPD basis set.

Computed properties:
Total charge: +1
Gap between HOMO and LUMO, Ha: 0.29313
E_tot, hartree: -1869.64668

Positions of all 67 atoms, in Å:
O: 0.92 -2.15 1.75
O: 2.15 4.51 -0.30
O: 2.46 2.39 3.26
O: -0.46 -3.19 3.21
S: -1.20 -0.81 0.01
C: -0.21 -2.41 2.14
C: 2.65 3.58 0.31
C: 2.16 1.34 2.71
C: -2.67 -2.07 1.74
C: -3.59 -1.39 0.84
C: -1.35 -1.85 1.42
C: -2.95 -0.68 -0.13
C: 3.55 -3.08 -0.71
C: -4.76 2.11 -1.93
C: -4.41 0.30 -3.48
C: -3.62 0.09 -1.19
C: -4.91 1.58 -3.21
C: -4.12 1.39 -0.91
C: -3.77 -0.45 -2.48
N: 4.50 -2.98 -1.60
N: 1.81 0.25 3.40
N: 2.59 -2.18 -0.59
N: 1.95 2.44 0.43
N: 3.56 -4.12 0.07
C: 4.08 3.72 0.82
C: -5.60 2.36 -4.30
C: -3.99 2.01 0.46
C: -3.26 -1.83 -2.82
C: 1.71 0.20 4.86
C: 2.46 -0.89 -1.31
C: 3.49 0.15 -0.83
C: 3.44 0.44 0.69
C: 2.19 1.19 1.18
H: 0.39 -3.45 3.59
H: -3.00 -2.69 2.58
H: -4.68 -1.44 0.93
H: -5.15 3.10 -1.72
H: -4.53 -0.12 -4.48
H: 4.49 -2.19 -2.22
H: 5.21 -3.68 -1.67
H: 1.58 -0.59 2.88
H: 1.91 -2.34 0.14
H: 1.03 2.55 0.02
H: 4.28 -4.81 -0.01
H: 2.84 -4.23 0.76
H: 4.17 3.36 1.84
H: 4.34 4.78 0.81
H: 4.75 3.18 0.17
H: -6.02 3.29 -3.91
H: -6.41 1.77 -4.73
H: -4.89 2.61 -5.10
H: -4.62 1.48 1.18
H: -2.95 1.97 0.80
H: -4.29 3.06 0.44
H: -3.59 -2.14 -3.81
H: -3.65 -2.56 -2.10
H: -2.17 -1.85 -2.79
H: 1.37 -0.78 5.19
H: 1.00 0.95 5.21
H: 2.68 0.42 5.31
H: 2.58 -1.04 -2.38
H: 1.46 -0.49 -1.15
H: 4.49 -0.21 -1.07
H: 3.34 1.07 -1.38
H: 4.33 1.02 0.95
H: 3.54 -0.50 1.23
H: 1.34 0.54 0.96

In elementary charge units, the natural (NBO) charges are: -0.727, -0.616, -0.614, -0.645, 0.416, 0.813, 0.686, 0.654, -0.130, -0.264, -0.385, -0.091, 0.668, -0.234, -0.236, -0.171, 0.048, 0.061, 0.055, -0.759, -0.621, -0.574, -0.631, -0.756, -0.722, -0.638, -0.639, -0.640, -0.413, -0.234, -0.414, -0.410, -0.118, 0.504, 0.248, 0.249, 0.217, 0.214, 0.426, 0.422, 0.404, 0.450, 0.410, 0.418, 0.425, 0.247, 0.255, 0.214, 0.221, 0.227, 0.228, 0.224, 0.217, 0.230, 0.228, 0.223, 0.213, 0.199, 0.220, 0.216, 0.209, 0.238, 0.198, 0.244, 0.235, 0.206, 0.207

***

[2]
Here is 7 unconnected molecules or ions with the total composition C33H75FN9O3 from OMol25. Energies are from ωB97M-V with the def2-TZVPD basis set.

Computed properties:
Total charge: +4
Multiplicity: 2
Gap between HOMO and LUMO (spin up / spin down), Ha: 0.12208 / 0.26551
⟨S²⟩: 0.76
E_tot, hartree: -2119.22180

Positions of all 121 atoms, in Å:
F: -1.26 0.21 -0.41
C: 5.21 3.03 1.44
C: 4.57 4.13 0.55
N: 3.13 3.84 0.40
C: 2.60 2.65 -0.13
C: 1.19 2.62 -0.01
N: 0.90 3.83 0.58
C: 2.00 4.56 0.83
C: -0.50 4.24 0.89
H: 4.99 2.05 1.02
H: 4.77 3.13 2.43
H: 6.28 3.16 1.63
H: 4.86 4.11 -0.50
H: 4.70 5.12 1.00
H: 3.29 1.98 -0.61
H: 0.36 2.07 -0.44
H: 2.07 5.57 1.21
H: -0.51 5.33 0.89
H: -0.75 3.81 1.86
H: -1.20 3.81 0.17
C: -1.15 -1.52 2.92
C: -0.64 -1.41 4.40
N: 0.77 -1.14 4.41
C: 1.77 -2.02 4.61
C: 3.06 -1.52 4.56
N: 2.82 -0.19 4.21
C: 1.43 0.04 4.05
C: 3.89 0.65 3.87
H: -1.03 -0.54 2.46
H: -2.20 -1.76 2.78
H: -0.48 -2.20 2.40
H: -0.87 -2.31 4.97
H: -1.11 -0.54 4.87
H: 1.49 -3.03 4.88
H: 4.06 -1.90 4.69
H: 0.91 0.93 3.75
H: 3.57 1.35 3.10
H: 4.74 0.06 3.53
H: 4.24 1.27 4.69
C: -1.72 1.64 -3.73
C: -0.90 2.26 -2.66
N: -0.76 3.67 -2.83
C: -1.80 4.53 -3.11
C: -1.30 5.87 -3.14
N: 0.06 5.76 -2.95
C: 0.46 4.45 -2.91
C: 0.97 6.93 -2.87
H: -1.58 0.56 -3.80
H: -1.55 2.10 -4.71
H: -2.79 1.83 -3.69
H: 0.09 1.83 -2.54
H: -1.51 2.10 -1.76
H: -2.79 4.10 -3.10
H: -1.70 6.86 -3.28
H: 1.44 4.01 -2.76
H: 1.89 6.70 -3.42
H: 1.20 7.17 -1.83
H: 0.61 7.78 -3.44
C: -4.33 -0.92 0.86
N: -5.05 0.38 1.41
C: -6.31 -0.19 2.05
C: -4.10 0.90 2.54
C: -5.34 1.53 0.48
C: -4.14 2.08 -0.36
O: -3.73 1.08 -1.18
H: -4.63 -1.12 -0.17
H: -4.47 -1.79 1.50
H: -3.27 -0.64 0.93
H: -7.03 -0.42 1.25
H: -6.79 0.46 2.78
H: -6.24 -1.21 2.44
H: -4.53 1.77 3.03
H: -3.15 1.18 2.08
H: -3.86 0.12 3.27
H: -5.76 2.23 1.20
H: -6.21 1.28 -0.13
H: -3.36 2.51 0.27
H: -4.49 2.77 -1.12
H: -2.89 0.74 -0.84
C: -1.53 -4.22 -3.83
N: -1.84 -5.09 -2.56
C: -3.37 -5.24 -2.49
C: -1.07 -6.39 -2.80
C: -1.30 -4.41 -1.19
C: -1.71 -2.93 -0.95
O: -1.18 -2.01 -1.92
H: -2.08 -3.28 -3.80
H: -2.04 -4.78 -4.61
H: -0.48 -3.95 -3.97
H: -3.43 -6.11 -1.84
H: -3.83 -5.63 -3.40
H: -3.86 -4.42 -1.97
H: -1.36 -6.92 -3.70
H: -1.34 -7.00 -1.94
H: 0.00 -6.21 -2.90
H: -0.24 -4.40 -1.42
H: -1.44 -5.19 -0.45
H: -1.35 -2.51 -0.01
H: -2.79 -2.85 -0.82
H: -1.24 -1.15 -1.50
C: 5.14 -3.39 -1.25
N: 4.19 -2.65 -0.29
C: 4.53 -3.08 1.15
C: 4.56 -1.17 -0.59
C: 2.69 -2.94 -0.55
C: 1.70 -2.31 0.48
O: 1.64 -0.97 0.14
H: 4.99 -4.46 -1.11
H: 6.17 -3.04 -1.14
H: 4.83 -3.15 -2.27
H: 4.32 -2.29 1.88
H: 5.61 -3.22 1.13
H: 3.91 -3.96 1.33
H: 5.61 -0.92 -0.44
H: 3.94 -0.62 0.12
H: 4.28 -0.96 -1.62
H: 2.86 -4.02 -0.47
H: 2.45 -2.70 -1.58
H: 1.90 -2.37 1.56
H: 0.73 -2.69 0.14
H: 0.79 -0.75 -0.25

Atom charges from the Mulliken analysis, given in e for atoms 1 to 99: -0.420, -0.748, -0.520, 0.283, -0.897, -0.207, 0.459, -0.191, -0.649, 0.052, 0.310, 0.465, 0.315, 0.371, 0.523, 0.100, 0.491, 0.390, 0.305, 0.035, -0.170, -0.988, 0.276, -0.437, -0.752, 0.208, -0.716, -0.702, -0.033, 0.367, 0.128, 0.323, 0.360, 0.427, 0.604, 0.455, -0.094, 0.360, 0.390, -1.496, 0.184, 0.504, -0.223, -0.630, 0.163, -0.535, -0.865, 0.269, 0.500, 0.324, 0.484, -0.400, 0.462, 0.501, 0.566, 0.386, 0.303, 0.358, -0.905, 0.308, -0.826, -0.980, -0.990, -0.003, -0.460, 0.405, 0.462, -0.029, 0.446, 0.394, 0.294, 0.361, 0.326, 0.474, 0.497, 0.397, 0.033, 0.477, 0.120, -0.949, -0.039, -0.727, -0.791, -0.977, 0.935, -0.502, 0.341, 0.502, 0.347, 0.432, 0.375, 0.215, 0.357, 0.414, 0.336, 0.484, 0.442, -0.233, -0.044

***

[3]
Here is CH4N2 in the gas phase from OMol25. Energies are from ωB97M-V with the def2-TZVPD basis set.

Computed properties:
Total charge: 0
Structure (SMILES): C=NN
Gap between HOMO and LUMO, Ha: 0.39455
E_tot, hartree: -149.94719

Positions of all 7 atoms, in Å:
C: 1.09 0.16 -0.03
N: 0.08 -0.55 0.05
N: -1.06 0.17 -0.13
H: 2.05 -0.23 0.05
H: 1.12 1.29 0.02
H: -1.76 -0.40 0.27
H: -1.09 1.04 0.45

In elementary charge units, the natural (NBO) charges are: -0.130, -0.219, -0.633, 0.170, 0.133, 0.349, 0.330

***

[4]
Here is a molecular structure, C25H34CeClN2O8S from OMol25. Energies are from ωB97M-V with the def2-TZVPD basis set.

Computed properties:
Total charge: +3
Gap between HOMO and LUMO, Ha: 0.13738
E_tot, hartree: -3017.04612

Positions of all 72 atoms, in Å:
Ce: 0.52 0.40 1.07
C: 3.91 0.54 0.59
C: 3.66 -0.94 0.80
O: 2.28 -1.22 1.20
C: 2.17 -2.21 2.28
C: 1.88 -1.45 3.54
O: 0.70 -0.66 3.24
C: -0.56 -1.26 3.70
C: -1.52 -0.11 3.81
O: -1.49 0.62 2.54
C: -2.47 1.73 2.44
C: -2.70 2.03 0.99
O: -1.48 2.03 0.18
C: -0.96 3.37 -0.04
C: -0.21 3.84 1.17
O: 0.82 2.82 1.45
C: 1.98 3.17 2.28
C: 3.16 2.66 1.58
O: 2.84 1.30 1.24
H: 3.91 0.83 -0.48
H: 4.85 0.82 1.01
H: 4.24 -1.17 1.70
H: 4.03 -1.57 0.01
H: 3.06 -2.83 2.32
H: 1.34 -2.88 1.99
H: 2.62 -0.77 3.84
H: 1.77 -2.12 4.39
H: -0.45 -1.72 4.68
H: -0.89 -2.01 2.99
H: -1.23 0.61 4.58
H: -2.49 -0.50 3.97
H: -2.02 2.55 2.98
H: -3.41 1.48 2.83
H: -3.14 3.05 1.04
H: -3.43 1.40 0.52
H: -1.75 4.10 -0.28
H: -0.36 3.24 -0.93
H: -0.82 3.80 2.02
H: 0.31 4.87 1.09
H: 1.78 2.68 3.24
H: 2.04 4.23 2.42
H: 4.02 2.61 2.23
H: 3.40 3.15 0.62
Cl: -1.79 -0.12 -6.95
C: -0.85 -0.07 -5.49
C: 0.40 -0.66 -5.49
C: 1.17 -0.70 -4.34
C: 0.65 -0.06 -3.23
C: -0.59 0.64 -3.29
C: -1.41 0.56 -4.40
C: 1.40 -0.14 -1.98
O: 2.41 -0.81 -1.92
O: 1.04 0.56 -0.85
H: 0.63 -1.17 -6.42
H: 2.16 -1.12 -4.28
H: -0.91 1.13 -2.40
H: -2.43 1.01 -4.36
N: -2.78 -3.34 -4.06
C: -3.09 -3.78 -2.83
S: -3.66 -5.18 -2.37
C: -2.39 -2.93 -1.81
C: -0.98 -2.98 -1.69
C: -0.37 -2.11 -0.84
N: -1.01 -1.28 -0.01
C: -2.37 -1.22 -0.16
C: -3.08 -2.00 -1.03
H: -3.01 -3.93 -4.86
H: -2.39 -2.42 -4.20
H: -0.32 -3.69 -2.29
H: 0.71 -2.20 -0.78
H: -2.89 -0.56 0.55
H: -4.16 -1.93 -1.04

In elementary charge units, the Mulliken charges are: 0.845, -0.870, -0.851, 0.060, -0.673, -0.659, -0.359, -0.653, -0.674, 0.083, -0.940, -0.654, -0.142, -0.837, -0.450, 0.097, -0.752, -0.532, 0.002, 0.338, 0.693, 0.763, 0.228, 0.588, 0.249, 0.394, 0.540, 0.574, 0.276, 0.379, 0.500, 0.389, 0.594, 0.392, 0.461, 0.511, 0.222, 0.246, 0.539, 0.229, 0.631, 0.460, 0.323, -0.124, 0.461, -0.689, -0.879, 0.338, -0.107, -0.970, 0.199, -0.577, 0.372, 0.447, 0.586, 0.619, 0.416, -0.194, -0.480, -0.225, 0.098, -0.295, -0.198, 0.578, -0.414, -0.686, 0.241, 0.157, 0.419, 0.473, 0.279, 0.598

***

[5]
Here is a molecular structure, C2H4INO2 from OMol25. Energies are from ωB97M-V with the def2-TZVPD basis set.

Computed properties:
Total charge: 0
Gap between HOMO and LUMO, Ha: 0.30774
E_tot, hartree: -581.45235

Positions of all 10 atoms, in Å:
C: 0.97 0.49 -0.07
C: -1.72 0.01 0.05
N: 1.77 -0.51 0.07
O: 0.89 1.63 0.06
O: -0.55 -0.54 -0.28
I: 3.73 -0.19 -0.03
H: -2.33 -0.61 0.77
H: -2.31 0.10 -0.96
H: -1.76 0.96 0.55
H: 1.31 -1.34 -0.15

In elementary charge units, the natural (NBO) charges are: 0.925, -0.239, -0.805, -0.502, -0.699, 0.388, 0.159, 0.149, 0.172, 0.452